# 1
The following is a DFT calculation (ωB97M-V with the def2-TZVPD basis set) of a single C4H8N2O2 molecule in a non-equilibrium geometry.

The geometry in XYZ format:
```
16
Properties=species:S:1:pos:R:3:forces:R:3
N -1.006 0.945 1.963 1.425 -0.681 0.828
C -1.094 0.688 0.634 -2.102 1.794 0.643
O -1.965 1.304 0.026 0.565 -0.479 -0.541
C -0.242 -0.340 -0.031 -0.551 -2.535 1.474
N -0.987 -0.962 -1.140 0.401 1.665 -1.397
C 1.119 0.252 -0.393 0.160 0.650 0.623
C 1.890 -0.907 -0.950 0.901 0.679 0.199
O 2.628 -1.590 -0.288 -0.259 -0.030 -0.096
H -1.478 1.735 2.356 -0.395 0.237 -0.353
H -0.224 0.641 2.522 0.021 -0.289 -0.190
H -0.065 -1.261 0.656 -0.052 1.828 -0.481
H -1.989 -1.018 -0.923 0.583 -0.105 0.349
H -1.002 -0.216 -1.867 -0.058 -0.834 0.286
H 1.018 1.130 -1.070 -0.027 -0.804 0.031
H 1.646 0.645 0.516 -0.571 -0.562 -0.601
H 1.752 -1.047 -2.011 -0.042 -0.534 -0.773
```
Forces are in eV/Å.

Values from the calculation:
- E_HOMO (eV) = -9.846
- HOMO-LUMO gap (eV) = 10.5
- ΔE to the lowest compared entry with this formula, charge and spin (eV) = 1.450

Atomic partial charges in e from the natural (NBO) method, atoms 1 to 8: -0.809 0.641 -0.626 -0.143 -0.813 -0.517 0.452 -0.512

=====

# 2
The following is a DFT calculation (ωB97M-V with the def2-TZVPD basis set) of a single C5H9NO2 molecule in a non-equilibrium geometry.

The geometry in XYZ format:
```
17
Properties=species:S:1:pos:R:3:forces:R:3
C -2.074 0.403 0.603 0.397 0.052 -1.193
C -1.499 0.089 -0.754 -0.521 -3.316 0.179
C -0.011 -0.458 -0.674 -2.008 -1.711 1.560
C 0.784 0.704 -0.441 0.996 2.441 -2.520
C 2.280 0.162 1.310 1.857 -2.637 1.665
N -1.523 0.418 1.721 -1.233 0.550 1.116
O 0.593 1.804 -1.363 -2.822 -3.274 2.101
O 1.867 0.711 0.195 0.536 2.845 -0.652
H -3.085 0.724 0.556 -1.179 0.164 0.083
H -2.216 -0.685 -1.317 1.520 1.638 1.234
H -1.451 0.980 -1.342 -0.220 0.523 -0.478
H 0.279 -1.307 0.146 -1.187 2.085 -1.954
H 0.135 -0.853 -1.662 0.638 -0.438 -0.548
H 2.123 -0.916 1.283 -0.536 -0.219 0.480
H -0.563 0.201 1.746 1.674 -0.601 -0.158
H 3.355 0.302 1.554 -0.838 0.730 -0.473
H 1.345 2.241 -1.640 2.926 1.168 -0.443
```
Forces are in eV/Å.

Values from the calculation:
- E_HOMO (alpha / beta) (eV) = -7.843 / -7.108
- HOMO-LUMO gap (alpha / beta) (eV) = 8.3 / 7.4
- ΔE to the lowest compared entry with this formula, charge and spin (eV) = 5.977

Atomic partial charges in e from the natural (NBO) method, atoms 1 to 8: 0.144 -0.468 -0.520 0.599 -0.281 -0.599 -0.726 -0.374